ORCA calculation (ωB97M-V with the def2-TZVPD basis set) on C7H8O2 as an isolated structure.

```
17
Properties=species:S:1:pos:R:3:forces:R:3:lowdin_charge:R:1
C 2.804 -0.308 0.133 6.043 -3.478 -0.898 -0.251
C 0.649 0.501 -0.119 0.213 -2.612 -0.214 -0.232
C 0.087 -0.873 -0.190 6.673 1.518 0.266 -0.046
C -1.206 -0.962 -0.020 -6.146 -5.789 -0.611 -0.118
C -2.161 0.041 -0.029 -0.609 4.619 0.397 -0.371
C -1.647 1.344 -0.079 0.627 3.140 1.910 -0.020
C -0.210 1.559 -0.054 0.481 1.550 -1.002 -0.037
H 2.642 -0.845 1.059 -1.216 -0.760 -0.047 0.068
H 3.900 0.060 0.504 -2.126 -0.503 -1.797 0.128
H 2.950 -1.131 -0.921 -0.360 2.335 3.268 0.172
H 0.907 -1.733 -0.276 -2.555 1.754 0.262 0.142
H -1.793 -2.150 -0.038 1.985 3.312 0.129 0.188
H -3.523 -1.182 -0.018 -1.611 4.948 0.511 0.211
H -2.278 2.379 0.231 1.351 -3.313 -1.416 0.177
H 0.410 2.564 -0.158 -2.126 -1.751 0.573 0.161
O 2.059 0.742 -0.101 -4.045 2.127 -0.663 -0.117
O -3.591 -0.006 0.075 3.421 -7.096 -0.668 -0.055
```
Forces are in eV/Å.

Values from the calculation:
HOMO-LUMO gap   9.14 eV
Energy above the lowest of the compared OMol25 structures with the same formula, charge and spin   115.3 kcal per mole
Lowest unoccupied orbital energy   0.024 hartree
Charge   0

ORCA calculation (ωB97M-V with the def2-TZVPD basis set) on C6H18O14S2Y as an isolated structure.

```
41
Properties=species:S:1:pos:R:3:forces:R:3:lowdin_spin:R:1
Y 19.035 -2.726 18.289 2.969 -1.334 0.235 -0.001
S 21.549 -4.202 18.683 5.976 -1.895 0.945 0.000
O 20.626 -3.496 19.556 -2.572 2.105 4.474 0.000
O 22.919 -3.666 18.698 -1.722 -0.102 0.111 0.001
O 21.531 -5.613 18.985 -0.453 -1.077 0.216 0.001
O 20.864 -3.934 17.451 -2.449 0.856 -5.420 0.000
S 21.659 -0.151 18.118 0.061 0.386 -2.287 -0.044
O 22.884 -0.501 18.873 0.144 -0.364 0.012 0.557
O 20.590 -1.164 18.163 0.265 -0.319 -0.323 -0.015
O 21.123 1.030 18.744 -0.223 1.202 0.544 0.200
O 22.102 0.069 16.708 -0.482 -0.408 1.820 0.302
C 17.377 -2.997 21.232 0.783 -0.017 0.022 0.000
C 18.368 -1.868 21.561 -0.431 -2.110 -0.431 0.000
O 18.793 -1.295 20.314 -0.956 0.219 1.261 0.000
O 17.893 -3.939 20.278 -0.383 0.728 -0.274 0.000
H 16.503 -2.530 20.779 -0.334 -0.244 0.215 0.000
H 17.185 -3.576 22.135 -0.549 0.491 0.145 0.000
H 19.233 -2.314 22.052 0.122 0.198 0.115 0.000
H 17.820 -1.210 22.236 0.258 0.531 -0.181 0.000
H 19.366 -0.591 20.627 0.674 0.378 -0.975 0.000
H 18.075 -4.771 20.720 0.513 -0.020 -0.211 0.000
C 18.312 -0.447 16.203 0.692 -0.299 -0.486 0.000
C 18.036 -1.678 15.356 0.310 -0.568 -1.136 0.000
O 18.791 -2.802 15.797 0.015 0.315 0.919 0.000
O 18.070 -0.639 17.598 -1.629 -0.024 -0.306 0.000
H 17.772 0.386 15.752 -0.102 0.101 0.362 0.000
H 19.385 -0.260 16.182 0.103 0.158 -0.610 0.000
H 18.388 -1.468 14.346 0.068 0.589 -0.049 0.000
H 17.030 -2.060 15.186 -0.581 0.711 0.608 0.000
H 19.028 -3.355 15.049 0.381 -0.111 0.237 0.000
H 17.706 0.157 17.992 0.254 0.039 0.185 0.000
C 17.165 -5.214 16.963 0.714 -0.490 0.155 0.000
C 16.118 -4.263 17.573 0.950 -1.825 0.540 0.000
O 16.653 -2.970 17.841 -0.466 -0.144 -0.468 0.000
O 18.471 -5.063 17.613 -2.408 0.739 -0.525 0.000
H 17.178 -5.152 15.875 0.624 0.594 -0.125 0.000
H 16.865 -6.249 17.124 -0.470 0.039 0.311 0.000
H 15.888 -4.748 18.522 -0.489 0.370 0.171 0.000
H 15.249 -4.249 16.915 0.007 0.218 0.095 0.000
H 15.935 -2.340 17.751 0.222 0.323 0.070 0.000
H 19.065 -5.768 17.345 0.596 0.062 0.040 0.000
```
Forces are in eV/Å.

Values from the calculation:
HOMO-LUMO gap (spin up / spin down)   6.26 / 5.13 eV
Lowest unoccupied orbital energy (spin up / spin down)   -0.037 / -0.078 hartree
Charge   0
Multiplicity   2
⟨S²⟩   0.762

ORCA calculation (ωB97M-V with the def2-TZVPD basis set) on C52H53AlN2O5P2S as an isolated structure.

```
116
Properties=species:S:1:pos:R:3:forces:R:3:lowdin_charge:R:1
Al -0.585 0.148 1.995 -1.319 -0.632 -0.233 0.377
C -0.389 0.386 5.174 -1.483 1.102 0.359 0.017
O 0.041 0.383 3.778 0.801 0.865 -0.934 -0.215
C 1.487 0.806 3.754 -0.519 -0.388 -0.766 -0.062
C 2.327 -0.271 3.083 0.158 0.748 0.780 -0.201
O 2.591 0.180 1.770 -0.363 -0.376 0.375 -0.209
C 3.663 -0.567 1.230 0.628 -0.032 0.202 -0.067
H -0.121 -0.580 5.578 -0.183 -0.159 0.250 0.114
H -1.487 0.617 5.233 1.283 -0.621 -0.143 0.109
H 0.169 1.203 5.660 -0.406 -0.460 -0.072 0.109
H 1.741 0.895 4.784 0.404 0.131 0.549 0.116
H 1.532 1.800 3.264 0.135 -0.711 0.221 0.120
H 1.797 -1.234 3.080 0.094 0.203 -0.014 0.105
H 3.231 -0.416 3.720 -0.156 0.249 -0.754 0.157
H 3.622 -1.608 1.580 0.028 0.125 -0.292 0.099
H 4.603 -0.111 1.564 -0.016 -0.228 0.010 0.107
H 3.633 -0.512 0.157 -0.157 -0.080 -0.458 0.089
C 0.886 1.819 -0.996 -1.385 -0.816 -1.016 -0.241
N 0.156 1.809 -2.269 0.632 0.386 0.457 -0.184
C -0.426 0.586 -2.786 0.796 -0.896 0.653 -0.268
P 0.563 -1.043 -2.525 0.037 1.157 0.560 1.073
C -0.559 -2.052 -3.455 -0.609 -1.085 -2.213 -0.396
C -1.743 -2.519 -2.878 -0.525 -0.005 -0.876 -0.108
C -2.716 -3.146 -3.693 0.005 -0.811 -0.764 -0.060
C -2.450 -3.423 -5.071 0.126 0.558 1.678 -0.061
C -1.250 -2.969 -5.620 -0.351 -0.827 -0.465 -0.084
C -0.323 -2.312 -4.855 -0.704 0.393 1.878 -0.073
C 1.933 -0.881 -3.684 2.437 1.838 -1.059 -0.397
C 2.693 -1.980 -4.067 -0.297 -1.477 0.395 -0.141
C 3.900 -1.941 -4.766 -0.881 1.406 0.448 -0.066
C 4.385 -0.706 -5.181 0.547 -0.200 -0.373 -0.075
C 3.702 0.455 -4.839 -1.035 -0.307 0.664 -0.069
C 2.516 0.369 -4.100 -1.194 -0.622 0.775 -0.058
C 0.153 2.959 -3.086 0.579 1.407 -0.550 -0.259
C -0.993 3.398 -3.824 0.257 -2.505 1.428 -0.032
C -1.045 4.633 -4.383 0.386 0.572 -0.428 -0.091
C 0.044 5.493 -4.219 0.220 1.243 0.194 -0.091
C 1.249 5.067 -3.663 -1.372 -1.492 -0.099 -0.066
C 1.333 3.744 -3.168 -0.923 0.476 0.058 -0.041
P -0.151 2.268 0.543 1.663 -1.122 0.220 1.121
C -1.478 3.324 0.088 -1.461 1.260 0.327 -0.382
C -1.168 4.587 -0.483 1.257 -0.705 -0.159 -0.063
C -2.177 5.511 -0.727 0.371 -1.144 0.933 -0.046
C -3.459 5.272 -0.242 -0.295 -0.645 -0.422 -0.038
C -3.777 4.064 0.398 0.243 -0.230 -0.229 -0.050
C -2.789 3.084 0.555 0.476 0.519 0.175 -0.084
C 0.900 3.386 1.531 -0.200 0.247 1.416 -0.383
C 2.292 3.499 1.554 -0.275 1.103 -0.374 -0.088
C 2.925 4.460 2.363 -0.790 -0.950 0.419 -0.038
C 2.182 5.224 3.278 0.672 -0.283 -0.579 -0.053
C 0.815 5.052 3.351 -0.912 -0.720 -0.277 -0.052
C 0.198 4.114 2.507 -0.432 0.286 0.317 -0.100
H 1.769 2.450 -0.990 -0.050 0.076 -0.062 0.076
H 1.155 0.779 -0.825 0.472 -0.057 0.240 0.031
H -0.579 0.646 -3.848 -0.031 0.349 -0.488 0.099
H -1.370 0.356 -2.322 -0.614 -0.127 0.209 0.064
H -1.932 -2.321 -1.824 -0.100 -0.095 -0.194 0.072
H -3.679 -3.516 -3.278 0.902 0.419 -0.171 0.109
H -3.127 -4.014 -5.681 -0.081 0.266 0.234 0.107
H -1.017 -3.215 -6.661 -0.102 0.226 0.349 0.117
H 0.587 -1.991 -5.303 0.411 0.228 -0.270 0.084
H 2.275 -2.962 -3.830 0.303 0.031 0.110 0.104
H 4.469 -2.824 -4.922 0.163 -0.667 -0.359 0.099
H 5.291 -0.700 -5.800 -0.302 0.291 0.416 0.116
H 4.027 1.453 -5.069 0.355 0.064 -0.391 0.103
H 1.958 1.270 -3.813 0.559 -0.228 -0.328 0.072
H -1.850 2.696 -3.878 0.520 0.647 0.013 0.127
H -1.921 4.894 -4.969 0.115 0.298 0.246 0.116
H -0.058 6.568 -4.444 0.083 -0.743 -0.345 0.115
H 2.078 5.730 -3.636 0.612 0.351 0.066 0.096
H 2.284 3.356 -2.802 -0.248 0.152 0.071 0.104
H -0.071 4.828 -0.691 -1.727 -0.281 -0.046 0.144
H -1.911 6.403 -1.226 0.012 0.912 -0.366 0.105
H -4.223 6.011 -0.449 -0.084 -0.045 0.228 0.116
H -4.789 3.826 0.745 0.404 0.415 -0.080 0.115
H -2.974 2.212 1.192 -0.124 0.117 -0.585 0.084
H 2.861 2.943 0.846 0.556 -0.418 -0.226 0.094
H 4.003 4.470 2.378 0.110 0.333 -0.142 0.111
H 2.703 5.920 3.918 -0.040 0.117 0.076 0.114
H 0.167 5.582 4.058 0.525 -0.086 -0.221 0.122
H -0.882 3.945 2.639 0.450 0.264 -0.232 0.116
O -2.663 -0.520 -0.287 -0.602 -0.138 0.625 0.057
C -3.234 -0.512 0.788 1.833 1.359 -0.422 -0.438
C -4.695 -0.687 1.109 -0.333 -0.420 -0.017 -0.055
C -4.690 -0.973 2.596 0.423 1.309 0.280 -0.059
C -3.285 -0.556 3.041 0.497 -1.354 2.681 -0.440
O -2.885 -0.656 4.214 -0.640 0.471 -1.965 0.031
N -2.474 -0.234 1.984 -0.968 -0.103 -0.743 0.072
H -5.125 -1.466 0.482 0.078 -0.111 0.035 0.136
H -5.291 0.202 0.908 0.384 0.294 -0.296 0.137
H -4.907 -1.979 2.850 0.256 -1.137 0.183 0.113
H -5.404 -0.420 3.204 -0.070 0.299 -0.226 0.137
O 0.074 -1.499 1.597 -1.274 -2.069 -0.226 -0.411
S -0.841 -2.925 1.490 0.685 2.399 0.872 1.227
C 0.203 -4.008 0.595 1.566 -0.442 -1.098 -0.403
C 1.332 -3.564 -0.124 -0.289 -1.845 0.913 -0.077
C 2.194 -4.538 -0.659 0.692 0.195 -0.074 -0.058
C 1.983 -5.908 -0.512 -0.805 -0.468 -0.184 -0.037
C 0.781 -6.316 0.112 0.411 -0.875 -0.049 -0.059
C -0.085 -5.385 0.645 -1.382 0.165 1.247 -0.086
C -0.744 -3.690 3.122 0.174 0.894 -0.575 -0.386
C 0.508 -3.873 3.695 0.509 -0.642 1.129 -0.064
C 0.527 -4.496 4.951 -0.075 -0.218 0.395 -0.049
C -0.651 -4.950 5.589 0.975 0.236 0.450 -0.032
C -1.871 -4.770 4.937 0.009 -0.712 1.431 -0.056
C -1.929 -4.068 3.755 -0.076 -0.095 -0.775 -0.074
H 1.665 -2.562 -0.123 -0.152 1.013 -0.155 0.053
H 3.122 -4.170 -1.130 -0.583 -0.290 0.163 0.120
H 2.673 -6.697 -0.905 -0.571 1.078 0.403 0.134
H 0.523 -7.394 0.260 0.405 1.095 -0.328 0.134
H -0.990 -5.746 1.225 1.165 0.462 -0.851 0.140
H 1.487 -3.584 3.268 -0.944 -0.145 -0.131 0.131
H 1.476 -4.687 5.464 -0.293 0.245 -0.314 0.118
H -0.547 -5.379 6.641 -0.416 0.385 -1.789 0.147
H -2.756 -5.221 5.405 0.201 0.583 -0.361 0.129
H -2.902 -3.883 3.310 0.170 0.031 -0.168 0.117
```
Forces are in eV/Å.

Values from the calculation:
HOMO-LUMO gap   6.09 eV
Lowest unoccupied orbital energy   -0.202 hartree
Charge   +2

ORCA calculation (ωB97M-V with the def2-TZVPD basis set) on one molecule with the formula C6H9N.

```
16
Properties=species:S:1:pos:R:3:forces:R:3:lowdin_charge:R:1
C -1.410 1.502 0.318 0.067 -0.059 -0.034 0.038
C -0.286 0.882 -0.046 -0.149 0.023 0.004 -0.320
N 0.996 1.456 -0.079 -0.044 0.016 0.106 0.034
C 1.947 0.431 -0.197 0.023 -0.131 -0.034 -0.124
C 1.378 -0.750 -0.442 0.090 0.095 0.001 -0.072
C -0.125 -0.571 -0.497 -0.029 0.046 -0.032 -0.313
C -0.935 -1.581 0.314 -0.047 -0.052 0.031 -0.069
H -2.357 0.975 0.319 0.146 0.057 -0.017 0.048
H -1.420 2.548 0.610 0.039 -0.141 -0.027 0.051
H 1.190 2.270 0.485 -0.031 -0.117 -0.087 0.135
H 3.001 0.681 -0.138 -0.165 -0.066 0.005 0.112
H 1.895 -1.680 -0.645 -0.067 0.158 0.029 0.100
H -0.451 -0.636 -1.547 0.040 0.017 0.124 0.148
H -0.745 -2.598 -0.050 -0.021 0.144 0.055 0.076
H -2.010 -1.391 0.222 0.159 -0.011 0.019 0.070
H -0.669 -1.539 1.374 -0.012 0.021 -0.139 0.086
```
Forces are in eV/Å.

Values from the calculation:
HOMO-LUMO gap   8.69 eV
Energy above the lowest of the compared OMol25 structures with the same formula, charge and spin   24.1 kcal per mole
Lowest unoccupied orbital energy   0.041 hartree
Structure (SMILES)   C=C1NC=C[C@H]1C
Charge   0

ORCA calculation (ωB97M-V with the def2-TZVPD basis set) on a 2-piece molecular cluster, C6H13NO overall.

```
21
Properties=species:S:1:pos:R:3:forces:R:3:lowdin_charge:R:1
C 1.153 -0.866 -2.859 -0.333 -0.032 0.125 -0.041
N 1.889 -0.614 -1.867 0.242 -0.081 -0.441 -0.018
C 1.364 -0.154 -0.657 0.332 -0.243 0.199 -0.217
C 0.484 0.813 -0.461 -0.206 0.300 -0.160 -0.099
C 0.191 1.378 0.901 -0.395 0.034 0.031 -0.218
C -0.958 0.670 1.630 0.006 -0.291 -0.126 -0.265
C -2.343 1.054 1.114 0.337 -0.137 0.170 -0.111
H 0.064 -0.802 -2.799 -0.082 -0.012 -0.061 0.083
H 1.597 -1.173 -3.804 0.047 0.042 0.064 0.069
H 1.874 -0.614 0.181 0.081 0.228 0.204 0.102
H -0.013 1.261 -1.318 0.122 0.028 0.015 0.111
H -0.068 2.429 0.778 0.039 0.183 0.092 0.105
H 1.089 1.347 1.511 0.182 -0.085 0.079 0.105
H -0.943 0.859 2.706 0.237 0.235 -0.026 0.102
H -0.776 -0.403 1.523 -0.212 -0.079 0.008 0.101
H -3.092 0.622 1.773 -0.216 0.032 -0.070 0.066
H -2.432 2.142 1.145 -0.187 -0.029 -0.090 0.072
H -2.532 0.698 0.101 0.047 0.077 -0.024 0.070
O 0.837 -3.102 0.157 -0.076 -0.065 0.340 -0.065
H 1.231 -2.577 0.870 -0.072 -0.234 -0.438 0.029
H 1.384 -2.971 -0.624 0.110 0.129 0.107 0.018
```
Forces are in eV/Å.

Values from the calculation:
HOMO-LUMO gap   9.73 eV
Energy above the lowest of the compared OMol25 structures with the same formula, charge and spin   50.1 kcal per mole
Lowest unoccupied orbital energy   0.027 hartree
Structure (SMILES)   C=N/C=C/CCC.O
Charge   0

Number 4 is which compound?
C6H9N